(1)
42
Properties=species:S:1:pos:R:3:forces:R:3 method="wB97M-V/def2-TZVPD" s_squared=0.75 gap_ev="2.59 / 9.22" spin_multiplicity=2 total_charge=-1 homo_ev="0.1 / -6.5"
Hf -0.90488 0.42093 1.14894 0.220 -0.331 0.041
F -1.90646 -1.49425 0.30694 0.913 1.755 0.342
F 1.13060 1.66202 1.27591 -1.751 -1.182 -0.214
F -0.35816 -0.66263 3.08842 -0.548 1.167 -1.669
F -2.28311 1.97485 0.04521 0.922 -1.305 0.947
C -1.70564 -0.11810 -2.87532 0.117 0.124 -0.365
C -0.28571 -0.22591 -2.35557 -0.963 -1.058 0.218
C 0.77119 0.09191 -3.38592 0.773 0.717 -0.386
O 2.01880 0.02268 -2.74109 3.175 -0.425 -0.182
C 3.24564 0.22811 -3.60526 -2.612 0.395 0.449
N -0.17082 0.67688 -1.19112 1.671 -0.022 -1.288
H -2.42424 -0.36334 -2.09330 0.161 -0.161 -0.005
H -1.86599 -0.71439 -3.77356 -0.072 -0.235 0.035
H -1.88264 0.92055 -3.15456 -0.097 0.169 -0.015
H -0.04059 -1.23737 -2.03157 -0.366 -0.118 0.299
H 0.63655 1.12294 -3.71295 -0.226 0.344 -0.494
H 0.82767 -0.56707 -4.25233 -0.663 -0.209 -0.164
H 4.18841 0.17378 -3.06090 -0.550 -0.088 0.498
H 3.11072 1.22202 -4.03194 0.330 0.165 -0.061
H 3.27571 -0.47223 -4.43995 -0.198 -0.312 0.098
H 0.83852 0.71322 -1.19298 0.948 -0.355 1.690
H -0.20351 1.57362 -1.65467 -1.445 1.112 0.430
C -2.46028 1.82547 3.76058 0.674 -0.224 1.527
C -3.66543 1.05021 3.24218 0.054 1.089 -1.779
O -3.21209 0.14049 2.21272 0.029 0.343 1.433
O -1.40524 2.09001 2.85877 -0.073 -0.589 -1.512
H -1.93835 1.31972 4.57293 -0.579 -0.328 0.413
H -2.66369 2.85655 4.04970 -1.317 -0.293 0.750
H -4.33322 1.79335 2.80642 0.056 0.208 -0.697
H -4.35508 0.62434 3.97096 0.865 -0.642 0.588
H -3.96954 -0.18771 1.72267 0.050 -0.169 -0.382
H -1.09003 2.93639 3.18419 0.901 0.272 -0.711
C 2.34590 -1.37965 0.49561 1.126 1.338 2.125
C 2.89178 -1.98417 1.83662 -0.738 0.149 -1.422
O 2.58271 -3.35170 1.79952 0.614 -1.520 0.226
O 0.92936 -1.31530 0.47049 0.601 -0.347 -0.233
H 2.73037 -1.90865 -0.37642 0.028 -0.341 0.153
H 2.79241 -0.38538 0.48320 -0.648 0.437 -0.345
H 2.53069 -1.58988 2.78649 -0.512 0.743 -0.436
H 3.96951 -1.82140 1.84756 0.208 -0.497 -0.155
H 1.62956 -3.46439 1.77946 -0.137 0.253 0.246
H 0.67856 -2.19653 0.18393 -0.944 -0.027 0.003

***

(2)
35
Properties=species:S:1:pos:R:3:forces:R:3 method="wB97M-V/def2-TZVPD" gap_ev=8.51 homo_ev=-8.6
O 0.37003 -0.29884 2.59958 -0.053 0.075 -0.037
C -0.49547 -0.21754 1.75697 -0.134 -0.474 0.194
C -1.33624 -1.42973 1.39360 0.068 -0.141 0.069
C -1.19447 -1.89227 -0.07768 -0.123 -0.014 0.168
N -0.33143 -1.10262 -0.93293 -0.202 0.150 -0.399
C 1.02033 -0.95176 -0.66044 0.408 -0.043 -0.181
C 1.75453 -1.85184 0.10999 -0.112 0.115 -0.110
C 3.10972 -1.68250 0.31502 0.090 0.126 -0.063
C 3.76275 -0.60111 -0.25188 -0.305 -0.021 -0.068
Cl 5.45281 -0.37509 0.00635 0.261 0.030 0.046
C 3.06581 0.30959 -1.03129 0.059 -0.136 0.133
C 1.71274 0.12536 -1.22863 0.001 -0.056 0.055
Cl 0.84660 1.27058 -2.20619 0.044 -0.057 -0.098
C -2.56752 -1.97311 -0.77364 0.562 0.016 0.251
O -3.60866 -1.96991 -0.18617 -0.140 -0.044 -0.091
O -2.49218 -2.06147 -2.09992 -0.352 -0.137 -0.514
C -0.77505 1.05556 1.05169 0.097 0.675 -0.046
C 0.20564 2.04787 1.10214 -0.092 -0.167 0.060
C 0.01893 3.25382 0.45657 -0.028 0.064 0.021
C -1.15418 3.48811 -0.24342 -0.033 0.003 0.032
C -2.13911 2.51423 -0.29072 -0.078 0.098 -0.094
C -1.95614 1.30224 0.35019 0.171 -0.078 0.184
H -2.38956 -1.20840 1.58452 0.057 -0.042 0.008
H -1.04033 -2.23504 2.06676 -0.037 0.107 -0.009
H -0.80929 -2.92158 -0.08490 -0.098 0.134 0.013
H -0.74484 -0.21891 -1.22009 0.055 -0.172 0.109
H 1.26276 -2.69118 0.57250 -0.097 -0.099 0.090
H 3.65511 -2.38516 0.92365 0.072 -0.056 0.058
H 3.57050 1.15250 -1.47494 0.030 0.071 -0.049
H -1.57088 -1.99826 -2.40620 -0.028 0.058 0.298
H 1.11399 1.84081 1.64829 0.066 -0.015 0.053
H 0.78719 4.01129 0.49570 0.073 0.061 -0.006
H -1.30284 4.42936 -0.75116 -0.016 0.080 -0.046
H -3.05637 2.69928 -0.82960 -0.080 0.019 -0.035
H -2.74489 0.56575 0.31627 -0.103 -0.129 0.005

***

(3)
65
Properties=species:S:1:pos:R:3:forces:R:3 method="wB97M-V/def2-TZVPD" s_squared=6.03 gap_ev="7.53 / 5.44" spin_multiplicity=5 total_charge=+3 homo_ev="-16.9 / -17.0"
Os -0.39217 0.27578 -0.51364 0.370 0.121 -0.274
Br -4.06796 -2.14669 5.41754 -0.143 -0.035 0.176
C -2.95751 -1.84339 4.01069 0.010 -0.072 0.038
C -2.05359 -2.86089 3.59190 -0.149 0.118 0.101
C -1.23698 -2.62443 2.54158 0.060 0.048 -0.097
C -1.27437 -1.37511 1.83481 -0.072 0.116 -0.013
O -0.48590 -1.25564 0.84102 0.146 -0.287 -0.115
C -2.18746 -0.33465 2.28468 0.350 -0.018 -0.326
C -2.29520 0.99201 1.70025 -0.087 -0.107 0.052
N -1.64063 1.42310 0.68874 0.015 0.287 -0.132
C -1.83895 2.74585 0.16523 0.097 -0.280 0.037
C -2.42274 3.78782 0.83132 -0.113 0.083 0.223
C -2.63199 5.01770 0.18135 -0.023 0.028 0.075
C -2.27136 5.17782 -1.12575 -0.013 0.085 -0.086
C -1.63501 4.12471 -1.82389 0.004 0.117 -0.081
C -1.24426 4.22044 -3.17686 -0.023 0.129 -0.106
C -0.61218 3.16794 -3.78539 -0.004 0.113 -0.098
C -0.33208 2.02396 -3.04680 0.034 0.031 0.344
N -0.68624 1.88699 -1.76699 -0.133 0.130 -0.026
C -1.37797 2.92292 -1.15381 0.189 -0.375 -0.183
C -2.99944 -0.59333 3.35146 -0.156 -0.190 0.292
H -2.02844 -3.81033 4.11155 -0.059 0.049 0.030
H -0.54467 -3.38109 2.19301 -0.017 0.101 -0.032
H -3.01905 1.65367 2.16587 -0.072 -0.020 0.066
H -2.72641 3.69158 1.86893 0.014 0.023 -0.098
H -3.09073 5.83146 0.72565 -0.005 -0.015 -0.005
H -2.45589 6.11438 -1.63890 0.011 -0.045 0.020
H -1.45468 5.13138 -3.72905 0.032 -0.063 0.055
H -0.30581 3.21560 -4.82048 -0.008 -0.004 0.004
H 0.21818 1.20870 -3.49100 -0.003 -0.089 -0.010
H -3.68495 0.16838 3.70475 -0.009 -0.081 0.057
C 2.76768 -3.71100 0.17888 -0.101 0.124 -0.273
N 1.97533 -3.01155 -0.85961 0.063 -0.064 0.144
C 0.75107 -3.73102 -1.26511 0.210 0.081 0.037
C 2.24697 -1.79153 -1.30839 -0.018 -0.187 -0.021
S 0.93112 -0.83312 -2.05741 -0.024 0.064 0.185
N 3.47542 -1.28806 -1.35437 0.165 0.071 0.047
C 4.69393 -2.11656 -1.51865 -0.129 0.109 0.147
C 3.74938 0.14990 -1.53114 0.059 -0.285 -0.028
H 2.07258 -4.06470 0.93900 -0.051 0.009 -0.040
H 3.47179 -3.04376 0.65466 0.129 0.196 -0.029
H 3.29286 -4.57186 -0.22899 0.030 0.003 -0.078
H 0.86958 -4.76897 -0.96932 0.029 -0.039 -0.009
H 0.61565 -3.69952 -2.34149 0.028 0.059 -0.066
H -0.12676 -3.32018 -0.78041 -0.102 0.100 0.118
H 4.44179 -3.11327 -1.85248 -0.145 -0.166 0.014
H 5.28416 -2.16154 -0.60506 -0.055 0.002 0.047
H 5.29858 -1.64735 -2.29183 -0.014 0.036 -0.026
H 2.92157 0.75770 -1.19429 -0.156 0.054 -0.018
H 3.95358 0.37332 -2.57732 -0.022 -0.006 -0.050
H 4.63475 0.39695 -0.94966 0.049 -0.020 0.038
Cl -2.74081 -3.48961 -1.95215 -0.020 -0.030 0.043
C -3.07401 -1.97234 -2.75631 0.084 -0.166 0.158
Cl -2.97129 -0.58340 -1.60833 -0.141 0.024 -0.038
H -4.08359 -1.97959 -3.13671 -0.181 0.062 -0.024
H -2.34846 -1.81153 -3.53759 0.120 0.107 -0.102
C 1.52992 0.63617 3.28708 -0.002 -0.089 0.012
C 1.30574 1.75595 2.30018 -0.010 0.063 -0.014
O 1.39141 1.31015 0.91215 -0.071 -0.132 0.099
H 1.33701 0.99175 4.30268 0.038 -0.018 -0.096
H 2.56361 0.28526 3.25733 -0.035 -0.014 0.003
H 0.87149 -0.21273 3.08599 0.016 0.047 0.037
H 2.03612 2.54837 2.44363 0.042 0.098 -0.041
H 0.31858 2.20176 2.40370 -0.035 -0.033 -0.065
H 2.27969 0.95927 0.77353 0.009 0.043 -0.002

***

(4)
11
Properties=species:S:1:pos:R:3:forces:R:3 method="wB97M-V/def2-TZVPD" gap_ev="7.04 / 7.03" de_lowest_kcal_mol=91.6 homo_ev="-8.2 / -7.9"
C 1.28497 -0.94099 -0.76858 -1.030 -0.607 -0.447
C 2.46361 -0.56479 -0.23300 1.574 1.058 0.610
C -0.24355 0.20280 0.65285 -0.035 0.455 0.404
N 0.05274 -0.71273 -0.38650 0.026 -0.869 -0.463
N -0.54335 1.44292 -0.05512 -0.127 0.243 -0.135
S 3.82802 0.02827 0.20788 -0.802 -0.478 -0.174
S 0.50132 2.68612 -0.19436 0.143 0.076 0.058
H 1.36542 -1.58545 -1.64601 0.245 0.017 0.028
H -1.15189 -0.12491 1.16813 0.165 -0.031 0.032
H 0.55229 0.40063 1.38468 -0.099 0.036 -0.137
H -1.16074 1.28121 -0.84619 -0.060 0.100 0.223

***

Number 1: F_max 3.208 eV/A. Number 2: F_max 0.683 eV/A. Number 3: F_max 0.479 eV/A. Number 4: F_max 1.992 eV/A.